1.
Formula: C28H73F2N10O16S2
Source: the OMol25 dataset
Level of theory: wB97M-V/def2-TZVPD

The calculation puts the relative energy (zero: lowest compared OMol25 entry of this formula, charge and spin) at 107.7 kcal per mole. The frontier orbital gap is 0.1549 hartree. Its HOMO energy is -19.874 eV.

```
! RIJCOSX wB97M-V def2-TZVPD def2/J DEFGRID3
* xyz 7 1
N -0.38031 -0.76260 1.66825
S -0.12453 0.31770 0.58580
O -0.78267 0.14145 -0.70501
O 1.10551 1.08426 0.67551
F -1.13797 1.31717 1.33628
S 1.02214 -1.58384 1.30975
O 2.23109 -1.10884 1.99111
O 1.19891 -2.09960 -0.04116
F 0.65816 -2.93294 2.06315
C 1.16464 1.64835 -3.00006
C 1.61464 3.08806 -3.32055
O 2.54675 3.67757 -2.80464
N 1.01397 3.65767 -4.59096
H 0.87509 2.83272 -5.15688
H 0.10324 4.09409 -4.57694
C 2.03501 4.49533 -5.46876
H 1.54079 1.41272 -2.00452
H 1.59643 0.92329 -3.68994
H 0.08991 1.47702 -2.93930
H 2.59701 5.09525 -4.75297
H 1.43740 5.08798 -6.16137
H 2.66192 3.81138 -6.04087
C 1.67056 -7.66535 -3.07698
C 2.09639 -7.40728 -1.57207
O 2.92711 -8.07407 -0.98541
N 1.25584 -6.40942 -0.80234
H 0.55100 -6.11295 -1.46219
H 0.72469 -6.85250 -0.06636
C 2.03461 -5.19281 -0.27757
H 0.65316 -8.05131 -3.14044
H 2.27068 -8.45056 -3.53674
H 1.77980 -6.77232 -3.69235
H 2.92915 -5.55739 0.22740
H 1.46443 -4.54322 0.38652
H 2.30185 -4.77378 -1.24767
C 3.15927 -4.14828 3.76901
C 3.35200 -2.70386 4.31200
O 2.67610 -2.14449 5.20362
N 4.51483 -1.93964 3.71715
H 4.77535 -2.33014 2.82287
H 4.07334 -1.09231 3.38968
C 5.62898 -1.64675 4.67293
H 2.42777 -4.58762 4.44724
H 4.03795 -4.79202 3.80914
H 2.72191 -4.27371 2.77851
H 6.35136 -1.10620 4.06132
H 6.10022 -2.59194 4.94245
H 5.42561 -1.03700 5.55324
C -1.99310 -2.60332 -1.22984
C -1.93967 -3.31955 0.05594
O -1.50455 -4.45205 0.24825
N -2.37669 -2.49730 1.27585
H -1.67882 -1.81813 1.54381
H -3.04174 -1.79801 0.97786
C -2.73308 -3.24682 2.58267
H -2.49714 -1.65231 -1.05773
H -2.53490 -3.22447 -1.94309
H -0.98304 -2.39788 -1.58433
H -3.69415 -3.71811 2.37696
H -2.91181 -2.61875 3.45541
H -1.90751 -3.91181 2.83628
C -5.89051 -1.04076 -4.73424
C -4.72535 -0.92455 -3.72347
O -3.83007 -1.73784 -3.65658
N -4.97178 0.08745 -2.61326
H -5.90629 0.45762 -2.71210
H -4.99791 -0.33238 -1.69502
C -3.84837 1.13956 -2.56596
H -5.45697 -1.07475 -5.73373
H -6.43557 -0.09857 -4.79163
H -6.65820 -1.80458 -4.61038
H -2.93253 0.56349 -2.43378
H -3.89262 1.82638 -1.72072
H -3.81811 1.67229 -3.51642
C 0.77861 5.83805 -0.73072
C 0.97573 4.47857 -0.11295
O 0.21005 3.58647 -0.42405
N 2.18703 4.32081 0.83514
H 2.61428 3.40634 0.87114
H 2.93675 4.92948 0.53926
C 1.80570 4.89799 2.26987
H -0.24667 5.86336 -1.09985
H 1.43325 5.98981 -1.58893
H 0.97512 6.62090 0.00183
H 1.39816 5.89830 2.12361
H 2.76464 4.85783 2.78652
H 1.10120 4.23761 2.77552
C -2.49477 2.19492 4.71421
C -1.13221 1.64706 4.34224
O -0.18299 2.40374 4.13186
N -1.02457 0.14941 4.21953
H -1.88194 -0.19648 4.62618
H -1.01004 -0.15237 3.25578
C 0.15613 -0.44675 5.04763
H -2.53718 3.28398 4.72942
H -2.99675 1.79422 5.59487
H -3.18349 1.94365 3.90759
H 0.30911 -1.48856 4.76597
H -0.09828 -0.33629 6.10175
H 1.07402 0.09947 4.83032
C -3.09717 3.79272 0.33238
C -4.50288 4.42058 0.14776
O -5.39857 3.68204 -0.22361
N -4.79688 5.84259 0.75508
H -4.42157 5.86095 1.69258
H -4.33399 6.57395 0.23456
C -6.30967 6.23075 0.84239
H -3.22016 2.72307 0.16259
H -2.96741 4.00586 1.39343
H -2.23722 4.19512 -0.20302
H -6.32282 7.25817 1.20620
H -6.85476 5.38799 1.26752
H -6.62387 6.25182 -0.20112
C 0.97144 -2.89857 -4.76044
C 1.50780 -2.09185 -3.61151
O 0.89183 -1.53756 -2.80235
N 3.12485 -2.16609 -3.48583
H 3.27618 -3.15274 -3.33184
H 3.58217 -1.73594 -4.27699
C 3.64955 -1.50089 -2.20304
H 1.27087 -3.93118 -4.58111
H 1.32539 -2.54219 -5.72782
H -0.11554 -2.95115 -4.82220
H 3.30186 -2.09369 -1.35699
H 3.27154 -0.48576 -2.08171
H 4.71222 -1.71617 -2.31473
O 2.97464 2.23256 2.51363
C 3.92766 2.15755 3.40496
O 4.27816 3.12744 4.07041
O 4.40333 1.05336 3.49553
H 2.99124 1.29411 2.31206
*
```

---

2.
Formula: C35H30BiBrF5N8O3S
Source: the OMol25 dataset
Level of theory: wB97M-V/def2-TZVPD

The calculation puts the relative energy (zero: lowest compared OMol25 entry of this formula, charge and spin) at 0.0 kcal per mole. The frontier orbital gap is 0.3035 hartree. Its HOMO energy is -10.339 eV.

```
! RIJCOSX wB97M-V def2-TZVPD def2/J DEFGRID3
* xyz 1 1
Bi 0.08177 0.33599 -0.37162
C -0.91043 3.65255 0.15087
C -1.62406 3.20564 1.44672
C -0.69718 2.69351 2.51616
C -0.42846 3.47019 3.63792
C 0.43113 2.98163 4.60773
C 0.96728 1.71595 4.44280
C 0.64112 1.00828 3.30125
N -0.15873 1.48477 2.34641
N -0.97493 2.71386 -0.98685
C -0.21478 3.28554 -2.11326
C 1.25728 2.96900 -2.09482
C 2.22555 3.93447 -2.31707
C 3.54907 3.53304 -2.43672
C 3.86282 2.18626 -2.35227
C 2.83964 1.29216 -2.08501
N 1.57609 1.68271 -1.95455
C -2.34326 2.41688 -1.40894
C -2.38706 1.30102 -2.41699
C -3.45801 1.18509 -3.29028
C -3.51286 0.10587 -4.15604
C -2.45754 -0.79289 -4.16985
C -1.41546 -0.59788 -3.28286
N -1.39461 0.40712 -2.40493
H 0.14801 3.82553 0.36323
H -1.34529 4.61023 -0.16789
H -2.34817 2.41969 1.23216
H -2.16663 4.05890 1.85144
H -0.89499 4.43980 3.74512
H 0.67165 3.57940 5.47597
H 1.62888 1.28983 5.18279
H 1.02686 0.01342 3.13138
H -0.35538 4.37227 -2.15914
H -0.60354 2.85880 -3.03966
H 1.95204 4.97705 -2.40440
H 4.32542 4.26609 -2.60659
H 4.87681 1.83753 -2.48176
H 3.00544 0.22666 -1.98971
H -2.84236 3.30484 -1.82131
H -2.92933 2.08320 -0.55109
H -4.24766 1.92385 -3.28086
H -4.36248 -0.02558 -4.81199
H -2.44450 -1.62854 -4.85454
H -0.56102 -1.25335 -3.25461
Br -2.61021 -4.86662 0.38631
C -1.58923 -4.50096 -1.16811
C -1.91916 -5.11839 -2.36261
C -1.11262 -4.85172 -3.45502
C -0.04741 -3.97630 -3.31848
C 0.18199 -3.39515 -2.07814
N -0.57349 -3.67179 -1.01613
C 1.34521 -2.41844 -1.92211
O 2.48298 -2.84811 -1.99651
O 1.05216 -1.15686 -1.83528
H -2.75959 -5.79278 -2.41990
H -1.31355 -5.32691 -4.40552
H 0.61089 -3.75394 -4.14646
F -3.28822 -0.87695 5.89719
C -3.00444 -0.80870 4.60261
C -1.88115 -1.43593 4.09160
F -1.05753 -2.10803 4.89667
C -1.61561 -1.37832 2.73489
F -0.52894 -2.00846 2.28750
C -2.43894 -0.70116 1.84479
S -2.24788 -0.75100 0.09665
C -3.54146 -0.04797 2.39388
F -4.33475 0.67387 1.59291
C -3.82837 -0.09416 3.74618
F -4.89189 0.54303 4.23058
C 4.57239 -3.40188 1.66844
N 3.71948 -2.26806 1.39408
C 4.18400 -0.90925 1.25962
C 2.88084 -0.18485 0.93943
O 2.74461 1.01292 0.74462
N 1.87370 -1.09443 0.88677
C 2.40647 -2.31238 1.13179
N 1.70023 -3.42369 1.18745
H 5.51827 -3.03726 2.06100
H 4.76710 -3.98205 0.76304
H 4.11846 -4.04492 2.42419
H 4.89650 -0.79118 0.43850
H 4.63738 -0.53821 2.18138
H 0.73336 -3.39186 0.86014
H 2.17028 -4.31154 1.21572
*
```

---

3.
Formula: C20H19CaClFN3O4Si
Source: the OMol25 dataset
Level of theory: wB97M-V/def2-TZVPD

The frontier orbital gap is 0.2794 hartree. Its HOMO energy is -7.759 eV.

```
! RIJCOSX wB97M-V def2-TZVPD def2/J DEFGRID3
* xyz 0 1
Ca -1.40418 0.36472 -1.17257
O -1.33599 -5.36709 -2.54583
C -0.08467 -4.96824 -2.58367
O 0.83669 -5.72748 -2.75072
C 0.18446 -3.49583 -2.43395
C 1.46803 -2.97664 -2.32839
Cl 2.98626 -3.72014 -2.41023
N 1.37433 -1.63759 -2.19224
N 0.09015 -1.24791 -2.22388
C -0.64291 -2.34976 -2.35523
C -2.16253 -2.22227 -2.34086
O -2.80832 -3.26339 -2.21490
O -2.61664 -1.04367 -2.41497
C 2.37953 -0.65387 -1.95029
C 3.31173 -0.84469 -0.94361
C 4.23929 0.15568 -0.69478
C 4.21829 1.33059 -1.43205
C 3.27370 1.50946 -2.43224
C 2.35035 0.51117 -2.70309
H -1.97258 -4.59595 -2.44490
H 3.30345 -1.75260 -0.35507
H 4.97071 0.01705 0.08984
H 4.94001 2.10956 -1.22634
H 3.25915 2.42264 -3.01187
H 1.62273 0.61704 -3.49776
C -1.12368 -1.78026 1.33191
Si -1.17171 -0.14289 2.26560
C 0.38917 -0.00293 3.30766
C -2.64786 -0.14074 3.43073
N -1.27405 1.03411 1.01733
C -1.34936 2.38712 1.18245
C -1.33562 3.06633 2.42406
C -1.41609 4.44329 2.53078
C -1.51537 5.25188 1.40625
C -1.53054 4.64263 0.15943
C -1.44887 3.27583 0.10435
F -1.46401 2.71337 -1.19917
H -1.08696 -2.62575 2.02264
H -0.23253 -1.86542 0.69809
H -2.00856 -1.94590 0.70481
H 0.48918 -0.86528 3.97216
H 0.39477 0.89442 3.92882
H 1.28035 0.03400 2.67556
H -2.60528 -1.00229 4.10258
H -3.58978 -0.19813 2.88060
H -2.68600 0.75707 4.04992
H -1.25916 2.47565 3.32757
H -1.40132 4.88963 3.51715
H -1.58072 6.32720 1.48906
H -1.60699 5.20630 -0.76070
*
```

---

Q: What is the frontier orbital gap in the third record?
A: 0.2794 hartree

---

Q: Which value of frontier orbital gap does entry 1 give?
A: 0.1549 hartree

---

Q: frontier orbital gap of number 2 (C35H30BiBrF5N8O3S)?
A: 0.3035 hartree

---

Q: Number 2 is which compound?
A: C35H30BiBrF5N8O3S